Version a
{
  "formula": "C2H40O20",
  "method": "the ωB97M-V functional and the def2-TZVPD basis",
  "species": ["O", "C", "C", "O", "H", "H", "H", "H", "O", "H", "H", "O", "H", "H", "O", "H", "H", "O", "H", "H", "O", "H", "H", "O", "H", "H", "O", "H", "H", "O", "H", "H", "O", "H", "H", "O", "H", "H", "O", "H", "H", "O", "H", "H", "O", "H", "H", "O", "H", "H", "O", "H", "H", "O", "H", "H", "O", "H", "H", "O", "H", "H"],
  "positions_angstrom": [[-6.27980, 11.83342, -23.68659], [-7.03841, 11.18876, -22.65478], [-6.09860, 10.18725, -21.94065], [-6.80384, 9.54567, -20.84081], [-7.87860, 10.75925, -23.12201], [-7.32071, 12.01389, -21.96345], [-5.28124, 10.71032, -21.47973], [-5.73134, 9.39241, -22.56066], [-4.26385, 7.90936, -24.15666], [-5.17821, 8.22116, -24.19327], [-3.81292, 8.27213, -23.40060], [-3.35497, 9.11387, -21.85046], [-4.19769, 9.06253, -21.32135], [-3.29056, 9.92517, -22.27181], [-2.03002, 12.10526, -21.24650], [-2.80602, 12.19921, -20.71376], [-2.00425, 12.68478, -21.98630], [-4.66444, 9.05874, -19.35989], [-5.46433, 9.17486, -19.82273], [-4.86352, 9.24064, -18.46458], [-5.90726, 6.98090, -21.52550], [-6.73385, 6.52434, -21.55508], [-6.08972, 7.93464, -21.60146], [-9.54185, 13.38829, -21.41052], [-10.31326, 12.90728, -21.20734], [-9.75355, 13.75230, -22.23803], [-5.24818, 13.70149, -21.92192], [-5.87893, 13.93564, -21.25219], [-5.74674, 13.15900, -22.57590], [-4.18594, 12.39911, -19.76844], [-4.66759, 12.67753, -20.53825], [-4.84557, 12.14487, -19.06488], [-10.15364, 10.62825, -22.14556], [-9.33864, 11.14357, -22.28339], [-9.87945, 9.75039, -22.38196], [-8.39135, 8.38581, -22.59606], [-7.91661, 7.86040, -23.28219], [-7.73087, 8.98091, -22.13118], [-9.07901, 10.72329, -19.68906], [-9.61947, 10.61614, -20.48088], [-8.24977, 10.47145, -20.07252], [-6.56134, 11.57793, -18.85153], [-7.30622, 12.12060, -19.09583], [-6.54832, 10.90577, -19.55379], [-6.06914, 9.76358, -25.16576], [-6.90936, 9.29447, -25.16915], [-6.14369, 10.37752, -24.46438], [-6.73279, 14.22348, -24.81186], [-7.21024, 14.67178, -24.12831], [-6.55848, 13.30241, -24.52530], [-8.72421, 12.02819, -25.01888], [-8.97442, 12.91079, -24.72041], [-7.96342, 11.82193, -24.51108], [-7.95061, 7.88635, -19.03480], [-8.81946, 8.16159, -18.77304], [-7.58174, 8.39273, -19.81475], [-11.01015, 10.43178, -25.19675], [-11.24251, 9.89880, -24.45234], [-10.22252, 10.78522, -24.76930], [-3.68147, 11.16233, -23.63761], [-4.57692, 11.38519, -23.45439], [-3.68486, 10.76137, -24.48166]],
  "lowdin_charge": [-0.386, -0.277, -0.255, -0.418, 0.055, 0.115, 0.098, 0.075, -0.089, -0.017, -0.032, -0.050, 0.026, -0.044, -0.054, -0.050, 0.004, -0.016, -0.058, 0.027, -0.042, 0.016, -0.019, -0.003, 0.011, 0.010, -0.045, 0.033, 0.011, -0.087, -0.031, 0.044, -0.056, 0.012, 0.014, -0.088, 0.065, 0.000, -0.067, -0.017, -0.038, -0.054, 0.035, 0.004, -0.034, 0.045, -0.061, -0.078, 0.001, -0.010, -0.033, 0.049, -0.036, -0.091, -0.001, 0.005, -0.074, -0.005, -0.025, -0.016, -0.027, 0.031],
  "charge": -2,
  "homo_energy_ev": -3.66,
  "spin_multiplicity": 1,
  "homo_lumo_gap_ev": 7.962
}

***

Version b
{
  "formula": "C2H40O20",
  "method": "the ωB97M-V functional and the def2-TZVPD basis",
  "species": ["O", "C", "C", "O", "H", "H", "H", "H", "O", "H", "H", "O", "H", "H", "O", "H", "H", "O", "H", "H", "O", "H", "H", "O", "H", "H", "O", "H", "H", "O", "H", "H", "O", "H", "H", "O", "H", "H", "O", "H", "H", "O", "H", "H", "O", "H", "H", "O", "H", "H", "O", "H", "H", "O", "H", "H", "O", "H", "H", "O", "H", "H"],
  "positions_angstrom": [[-1.25591, -1.84158, -0.28997], [-0.89086, -0.44577, 0.01607], [0.64491, 0.03391, -0.03919], [0.62431, 1.30088, 0.57451], [-1.35437, -0.17458, 1.01312], [-1.41539, 0.23170, -0.65904], [0.92159, 0.29942, -0.98954], [1.37346, -0.47288, 0.57986], [-3.79853, -1.61396, -0.26593], [-2.80594, -1.62967, -0.27783], [-3.97371, -1.03923, 0.47508], [0.92319, -3.27069, -0.86308], [0.15212, -2.74031, -0.69239], [1.63079, -2.64526, -1.06928], [1.77978, 3.10077, -0.70917], [2.68252, 2.90592, -0.90343], [1.42644, 2.39321, -0.03716], [-3.07745, 3.16379, -0.49044], [-3.38362, 2.28252, -0.30152], [-3.31757, 3.22483, -1.44168], [2.35955, 4.00713, 2.02008], [2.77928, 4.17161, 2.87759], [2.60289, 3.09829, 1.80457], [-3.87877, -0.38928, 2.06550], [-3.92055, 0.49416, 2.47210], [-2.93797, -0.33323, 1.87488], [3.23257, 1.35700, 1.47546], [3.69043, 0.70274, 1.00139], [2.36816, 0.98790, 1.46105], [-0.64793, 2.28932, -1.93467], [-0.78354, 1.80219, -2.76307], [-0.15148, 1.65882, -1.36711], [2.15083, -1.95387, 2.61892], [1.86705, -2.85818, 2.58209], [2.31246, -1.95127, 3.56950], [-3.70063, 0.74650, -1.86866], [-3.47489, -0.07586, -1.44688], [-3.15897, 0.78426, -2.62269], [-0.95082, 2.98009, 1.78010], [-0.51585, 2.22573, 1.38901], [-0.42177, 3.02451, 2.60159], [-2.24833, -4.23927, -1.03783], [-1.78237, -3.44368, -0.76986], [-1.56857, -4.93905, -0.89386], [-1.34241, -2.11757, 2.28150], [-1.33840, -1.92564, 1.32841], [-0.73926, -1.46737, 2.68132], [0.41386, -0.06272, 3.01236], [0.88868, -0.85723, 2.64012], [0.40570, 0.60537, 2.24760], [3.42486, 0.37690, -1.58464], [2.60095, 0.70366, -1.26338], [3.62618, 0.81547, -2.43255], [-0.88793, -1.22213, -2.89991], [-0.93037, -1.47532, -1.90533], [-0.12262, -0.66179, -3.15660], [3.60565, -2.48519, -0.14254], [3.70538, -3.38012, -0.47906], [3.09499, -2.61805, 0.64562], [0.99873, 0.72921, -3.47868], [0.60480, 1.21640, -4.20374], [1.88468, 0.61649, -3.80872]],
  "lowdin_charge": [-0.415, -0.195, -0.256, -0.386, 0.098, 0.086, 0.042, 0.089, -0.088, -0.026, -0.032, -0.072, -0.045, 0.006, -0.114, -0.019, -0.012, -0.088, -0.012, 0.029, -0.073, 0.022, -0.021, -0.052, 0.068, 0.012, -0.018, 0.014, -0.014, -0.062, 0.010, 0.002, -0.022, 0.062, 0.077, -0.038, -0.012, 0.001, -0.082, -0.048, 0.027, -0.081, -0.031, 0.037, -0.096, -0.041, -0.018, -0.128, -0.015, 0.031, -0.041, -0.027, 0.043, -0.122, 0.018, -0.019, -0.052, 0.039, -0.012, -0.036, 0.064, 0.044],
  "charge": -2,
  "homo_energy_ev": -2.70,
  "spin_multiplicity": 1,
  "homo_lumo_gap_ev": 6.900
}

***

We find version a to be the most stable, with the next structure 0.0845 hartree higher.

***

Version a
{
  "formula": "C5H7N2",
  "method": "the ωB97M-V functional and the def2-TZVPD basis",
  "species": ["C", "C", "C", "C", "C", "N", "N", "H", "H", "H", "H", "H", "H", "H"],
  "positions_angstrom": [[-0.23442, -0.33360, 0.07669], [3.20011, -0.18846, 0.42747], [3.63080, -0.03220, -0.75884], [-2.59810, 0.58895, -0.00941], [-1.65229, -0.63052, 0.05760], [0.90208, -0.02820, 0.09025], [2.02845, 0.52609, 0.28299], [3.41867, -0.64326, 1.47324], [3.88266, 0.39709, -1.78044], [-2.52050, 1.32057, 0.73461], [-3.69743, 0.27658, 0.05700], [-2.51721, 1.17844, -0.98292], [-1.75953, -1.49923, -0.66205], [-2.08329, -0.93225, 0.99382]],
  "lowdin_charge": [0.130, -0.197, 0.321, -0.086, -0.172, 0.101, 0.032, 0.168, 0.142, 0.058, 0.118, 0.105, 0.160, 0.119],
  "charge": 1,
  "homo_energy_ev": [-14.16, -14.16],
  "spin_multiplicity": 1,
  "homo_lumo_gap_ev": [8.498, 8.498]
}

***

Version b
{
  "formula": "C5H7N2",
  "method": "the ωB97M-V functional and the def2-TZVPD basis",
  "species": ["C", "C", "C", "C", "N", "N", "C", "H", "H", "H", "H", "H", "H", "H"],
  "positions_angstrom": [[2.45987, -1.39305, -0.18918], [1.22444, -1.28409, -0.07245], [-0.06008, -0.64785, -0.03487], [-1.30790, -1.38882, 0.01662], [-2.38850, -0.70930, 0.03045], [-0.23640, 0.61288, 0.07282], [0.99115, 1.35153, 0.11498], [3.47875, -1.65172, -0.16522], [-1.37820, -2.53513, 0.11666], [-3.33305, -1.06682, 0.11570], [-2.18605, 0.28558, -0.01891], [1.80068, 1.17000, -0.58732], [0.79269, 2.48328, 0.16120], [1.42330, 1.21042, 1.01995]],
  "lowdin_charge": [0.225, -0.028, -0.319, 0.035, 0.238, 0.096, -0.089, 0.053, 0.195, 0.169, 0.136, 0.098, 0.127, 0.064],
  "charge": 1,
  "homo_energy_ev": -14.59,
  "smiles": "C#C/C(C=[NH2+])=N\\C",
  "spin_multiplicity": 1,
  "homo_lumo_gap_ev": 8.546
}

***

Version c
{
  "formula": "C5H7N2",
  "method": "the ωB97M-V functional and the def2-TZVPD basis",
  "species": ["C", "C", "N", "C", "C", "C", "N", "H", "H", "H", "H", "H", "H", "H"],
  "positions_angstrom": [[2.67176, 0.19353, 0.41776], [1.50293, -0.45964, -0.28789], [0.55230, -1.04365, -0.68085], [-0.75634, -1.23659, -0.82783], [-1.54126, -0.20044, -0.55341], [-2.57169, 0.58993, 0.11763], [-1.18377, 0.89110, 0.19788], [2.98005, -0.35461, 1.31788], [2.40099, 1.15477, 0.63655], [3.64868, 0.30181, 0.00756], [-1.13074, -1.85963, -1.64069], [-2.96161, -0.26712, 0.70116], [-3.21734, 1.36169, -0.34707], [-0.39396, 0.92884, 0.94133]],
  "lowdin_charge": [0.035, 0.138, 0.176, -0.086, -0.178, -0.028, 0.064, 0.116, 0.062, 0.098, 0.139, 0.141, 0.141, 0.182],
  "charge": 1,
  "homo_energy_ev": -13.77,
  "smiles": "CC#[N+]/C=C1/CN1",
  "spin_multiplicity": 1,
  "homo_lumo_gap_ev": 9.406
}

***

We find version b to be the most stable, with the next structure 0.0548 hartree higher.

***

Version a
{
  "formula": "C5H7N2",
  "method": "the ωB97M-V functional and the def2-TZVPD basis",
  "species": ["C", "C", "N", "C", "C", "C", "N", "H", "H", "H", "H", "H", "H", "H"],
  "positions_angstrom": [[-2.56075, -0.75231, 0.07623], [-1.38244, -0.55262, 0.00899], [-0.09153, -0.00343, 0.12426], [-0.05719, 1.45698, 0.72455], [0.89045, -0.29274, -0.95193], [1.52000, -1.17791, 0.08241], [0.69071, -0.85316, 0.96318], [-3.49992, -0.91323, -0.21620], [-0.28473, 1.44331, 1.74610], [0.99482, 1.63694, 0.62450], [-0.61107, 2.06123, 0.05339], [1.75042, 0.36315, -1.28806], [0.33075, -0.54717, -1.92822], [2.31047, -1.86904, -0.01919]],
  "lowdin_charge": [0.252, -0.054, -0.251, 0.130, -0.049, 0.001, 0.170, 0.029, 0.097, 0.096, 0.106, 0.163, 0.175, 0.134],
  "charge": 1,
  "homo_energy_ev": -15.65,
  "smiles": "C#C[N@+]1(C)CC=N1",
  "spin_multiplicity": 1,
  "homo_lumo_gap_ev": 11.810
}

***

Version b
{
  "formula": "C5H7N2",
  "method": "the ωB97M-V functional and the def2-TZVPD basis",
  "species": ["C", "C", "C", "C", "C", "N", "N", "H", "H", "H", "H", "H", "H", "H"],
  "positions_angstrom": [[3.24107, -1.32153, 1.81689], [2.93039, -0.21855, 1.46063], [-2.08894, 0.06898, -0.28965], [-0.80189, -0.29464, -0.36668], [-2.55756, 1.17377, -1.05385], [1.42281, -0.55089, -0.84048], [0.33640, -0.47034, -0.45140], [3.42767, -2.26457, 1.93481], [2.15263, -1.10272, -0.35639], [2.66698, 0.83435, 1.47459], [-2.77195, -0.42211, 0.45161], [-1.54468, 1.70980, -1.28329], [-3.05285, 1.05390, -2.03841], [-3.36009, 1.80456, -0.45838]],
  "lowdin_charge": [0.074, -0.011, -0.026, 0.035, -0.067, 0.267, 0.021, -0.017, 0.097, 0.057, 0.159, 0.136, 0.119, 0.155],
  "charge": 1,
  "homo_energy_ev": -14.57,
  "spin_multiplicity": 1,
  "homo_lumo_gap_ev": 8.009
}

***

We find version a to be the most stable, with the next structure 0.0391 hartree higher.

***

Version a
{
  "formula": "C5H7N2",
  "method": "the ωB97M-V functional and the def2-TZVPD basis",
  "species": ["C", "C", "C", "C", "C", "N", "N", "H", "H", "H", "H", "H", "H", "H"],
  "positions_angstrom": [[0.28871, -1.07241, -1.50147], [0.74417, -0.15878, -2.27332], [-1.33560, -0.61490, 0.44954], [1.01306, 1.30490, 1.63874], [-0.21051, 1.45821, 1.10577], [-0.69561, -1.32639, -0.56747], [-1.12497, 0.47635, 1.00797], [0.80344, -2.02432, -1.74652], [1.28176, 0.50138, -2.90029], [-2.19509, -1.17925, 0.80351], [1.67317, 2.14425, 1.76852], [1.36695, 0.34443, 1.97437], [-0.59389, 2.43644, 0.83956], [-1.01559, -2.28991, -0.59890]],
  "lowdin_charge": [-0.113, 0.453, -0.152, 0.035, -0.239, 0.079, 0.100, 0.199, 0.103, 0.146, 0.056, 0.059, 0.117, 0.157],
  "charge": 1,
  "homo_energy_ev": [-12.42, -12.20],
  "spin_multiplicity": 1,
  "homo_lumo_gap_ev": [4.790, 4.191]
}

***

Version b
{
  "formula": "C5H7N2",
  "method": "the ωB97M-V functional and the def2-TZVPD basis",
  "species": ["C", "C", "C", "C", "C", "N", "N", "H", "H", "H", "H", "H", "H", "H"],
  "positions_angstrom": [[0.56782, -1.23846, 0.09212], [-0.72661, 0.68447, -1.49982], [1.53903, -0.53191, -2.04230], [-0.63963, -0.71754, 0.63765], [-0.50838, 0.19554, 1.90784], [-1.04224, 0.33846, -0.43149], [1.23251, -0.84516, -0.82986], [-0.68457, 1.38191, -2.25942], [1.07045, -1.07862, -2.73802], [2.39761, 0.08339, -2.29074], [-1.45188, -1.47163, 0.62668], [0.14065, 1.06604, 1.73826], [-0.18220, -0.50247, 2.74870], [-1.49266, 0.66618, 2.34590]],
  "lowdin_charge": [0.032, 0.215, 0.077, -0.257, -0.036, 0.150, 0.043, 0.104, 0.061, 0.113, 0.170, 0.088, 0.111, 0.130],
  "charge": 1,
  "homo_energy_ev": [-13.75, -13.75],
  "spin_multiplicity": 1,
  "homo_lumo_gap_ev": [9.107, 9.108]
}

***

We find version b to be the most stable, with the next structure 0.0515 hartree higher.

***

Version a
{
  "formula": "C6H14S",
  "method": "the ωB97M-V functional and the def2-TZVPD basis",
  "species": ["C", "C", "C", "C", "C", "C", "S", "H", "H", "H", "H", "H", "H", "H", "H", "H", "H", "H", "H", "H", "H"],
  "positions_angstrom": [[2.42150, -0.57475, 0.54170], [-0.82721, -0.77145, -0.54439], [-0.85567, 0.17020, -1.71050], [-2.88082, 0.29611, 0.52771], [2.74337, 0.93245, 0.65976], [-1.50320, -0.32568, 0.73061], [0.58465, -1.66804, -0.26166], [3.15466, -1.09243, -0.06744], [2.35235, -1.03187, 1.52231], [-0.48251, 1.16603, -1.44748], [-1.87887, 0.28256, -2.06651], [-0.25199, -0.21053, -2.53426], [-3.53870, -0.37946, -0.01180], [-2.80599, 1.22882, -0.02559], [-3.32797, 0.51567, 1.49495], [3.72691, 1.02954, 1.11708], [2.76844, 1.39804, -0.32347], [2.01079, 1.44060, 1.27902], [-0.87115, 0.41934, 1.23635], [-1.58099, -1.18410, 1.40407], [1.04239, -1.64105, -1.52049]],
  "lowdin_charge": [-0.296, -0.699, -0.159, -0.117, -0.168, -0.336, 0.991, 0.024, 0.020, 0.080, 0.069, 0.057, 0.076, 0.066, 0.069, 0.059, 0.057, 0.053, 0.102, 0.097, -0.046],
  "homo_energy_ev": [-6.46, -6.46],
  "spin_multiplicity": 1,
  "homo_lumo_gap_ev": [7.145, 7.143]
}

***

Version b
{
  "formula": "C6H14S",
  "method": "the ωB97M-V functional and the def2-TZVPD basis",
  "species": ["C", "C", "S", "C", "C", "H", "H", "H", "H", "H", "H", "H", "H", "H", "H", "C", "C", "H", "H", "H", "H"],
  "positions_angstrom": [[0.25814, 2.88110, 0.85267], [-0.09434, 1.87916, -0.24032], [-1.31075, 0.69308, 0.38310], [-1.50985, -0.32146, -1.10222], [-2.51740, -1.43385, -0.83734], [0.68563, 2.36340, 1.72778], [-0.64077, 3.43313, 1.17493], [0.99952, 3.60553, 0.47563], [-0.51732, 2.39509, -1.12369], [0.80633, 1.32758, -0.57197], [-1.84898, 0.32482, -1.93454], [-0.52533, -0.74270, -1.38281], [-3.49841, -1.00948, -0.56510], [-2.64093, -2.05410, -1.74102], [-2.17202, -2.07921, -0.01221], [2.76380, -1.34421, 1.02486], [2.07835, -2.40982, 0.60751], [2.28692, -0.56476, 1.63006], [3.82329, -1.21788, 0.77439], [1.01886, -2.53615, 0.85798], [2.55524, -3.18927, 0.00231]],
  "lowdin_charge": [-0.192, -0.583, 0.817, -0.583, -0.192, 0.066, 0.070, 0.074, 0.078, 0.074, 0.078, 0.074, 0.070, 0.074, 0.066, -0.087, -0.087, 0.044, 0.047, 0.044, 0.047],
  "homo_energy_ev": -8.45,
  "smiles": "CCSCC.C=C",
  "spin_multiplicity": 1,
  "homo_lumo_gap_ev": 9.494
}

***

We find version b to be the most stable, with the next structure 0.0927 hartree higher.